Computed, not measured: C4H7ClN2 in the gas phase, with wB97M-V/def2-TZVPD.

Bonds (Å) are listed after each position.
Atoms and positions in Å:
1 C -0.740 -0.896 1.155  C2 1.473, H8 1.064, H9 1.134, H10 1.155
2 C -0.632 0.323 0.335  C1 1.473, C3 1.487, N7 1.483, H11 1.044
3 C 0.570 1.167 0.563  C2 1.487, N4 1.256, H12 0.989
4 N 1.404 1.149 -0.377  C3 1.256, C5 1.440
5 C 0.898 0.293 -1.417  N4 1.440, Cl6 1.896, N7 1.412, H13 1.188
6 Cl 1.875 -1.330 -1.328  C5 1.896
7 N -0.468 0.092 -1.121  C2 1.483, C5 1.412, H14 1.027
8 H 0.234 -1.192 1.465  C1 1.064
9 H -1.421 -1.624 0.616  C1 1.134
10 H -1.237 -0.532 2.132  C1 1.155
11 H -1.526 0.777 0.624  C2 1.044
12 H 0.822 1.703 1.355  C3 0.989
13 H 1.078 0.830 -2.462  C5 1.188
14 H -0.859 -0.760 -1.539  N7 1.027

Computed properties:
SMILES	C[C@H]1C=N[C@@H](Cl)N1
orbital gap	10.238	eV
ΔE to the lowest compared entry with this formula, charge and spin	1.8596	eV
strongest force on any atom	4.45	eV/A
electronic energy	-726.27221	Ha
HOMO level	-9.4900	eV